Version one
{"formula": "C6H6O3", "method": "wB97M-V/def2-TZVPD", "symbols": ["C", "H", "C", "H", "H", "O", "H", "H", "C", "C", "O", "O", "H", "C", "C"], "coordinates": [[2.279, -0.833, 0.093], [2.329, -2.091, 0.100], [-0.410, 1.578, -0.086], [-2.497, 0.015, 1.431], [1.639, 1.989, -0.333], [-0.221, -0.632, 0.172], [-0.814, 2.479, -0.324], [-3.211, 0.902, -0.052], [-1.104, 0.457, 0.250], [-2.529, 0.069, 0.249], [-2.763, -1.216, -0.327], [3.381, -0.442, -0.080], [-2.763, -0.602, -1.238], [1.096, -0.005, 0.019], [1.026, 1.338, -0.143]], "mulliken_charge": [-0.169, 0.240, -0.746, 0.259, 0.769, -0.290, 0.539, 0.342, 0.469, -0.612, -0.450, -0.427, 0.374, 0.117, -0.414], "e_homo_ev": -9.2, "spin_multiplicity": 1, "gap_ev": 9.222, "e_lumo_ev": 0.065}



Version two
{"formula": "C6H6O3", "method": "wB97M-V/def2-TZVPD", "symbols": ["H", "H", "H", "O", "O", "C", "C", "O", "H", "C", "C", "C", "H", "H", "C"], "coordinates": [[1.027, 2.417, 0.928], [-1.920, -0.893, 0.988], [-1.194, -1.821, -0.382], [2.619, -0.289, 1.017], [1.733, -1.635, -0.581], [-1.699, -0.905, -0.079], [1.020, 0.604, -0.415], [-0.067, 0.213, -1.458], [-1.730, 2.216, 0.535], [-0.901, 0.274, -0.464], [0.435, 1.709, 0.365], [-0.895, 1.601, 0.240], [2.391, -2.214, -0.169], [-2.656, -0.838, -0.615], [1.837, -0.440, 0.088]], "mulliken_charge": [0.456, 0.336, 0.326, -0.642, -0.456, -1.107, -0.147, -0.307, 0.427, 1.133, -0.024, -0.982, 0.343, 0.363, 0.279], "e_homo_ev": [-7.7, -7.7], "spin_multiplicity": 1, "gap_ev": [7.099, 7.098], "e_lumo_ev": [-0.591, -0.592]}



If you had to bet on the most stable structure above, which would it be? Bet on version two.